DFT (ωB97M-V/def2-TZVPD) results for 10 unconnected molecules or ions with the total composition C26H40F5N3O25S2.

The structure (SMILES) is O=C1OC[C@@H](F)O1.O=C1OC[C@@H](F)O1.O=C1OC[C@@H](F)O1.O=C1OC[C@@H](F)O1.O=C1OC[C@@H](F)O1.C[N+](=O)[O-].C[N+](=O)[O-].C[N+](=O)[O-].O=S1(=O)CCCC1.O=S1(=O)CCCC1. The spin multiplicity is 1. As for the energy above the lowest of the compared OMol25 structures with the same formula, charge and spin: 85.7 kJ/mol.

Atoms and positions in Å:
S: -11.8471 32.3503 -11.9072
S: -13.9308 38.6701 -16.9121
F: -17.4696 27.0247 -3.2899
F: -6.9520 36.7294 -8.9340
F: -16.9295 32.7566 -2.8668
F: -4.0623 29.4680 -13.8171
F: -7.5055 26.0599 -9.4547
O: -14.5893 27.6678 -3.8209
O: -8.0975 34.8380 -17.7209
O: -11.8748 33.7582 -12.1102
O: -5.2716 25.6597 -9.2037
O: -2.0089 30.4934 -15.5096
O: -15.6416 34.4833 -4.9649
O: -14.5690 25.8366 -13.8001
O: -12.8492 31.5656 -12.6233
O: -3.2443 26.0895 -8.5218
O: -12.5146 38.2870 -16.8821
O: -12.5940 25.0383 -14.3284
O: -5.6287 36.1529 -4.7832
O: -15.8080 26.0787 -4.6076
O: -14.3135 40.0663 -17.0060
O: -5.0842 26.1975 -7.1671
O: -6.3967 34.3140 -16.5311
O: -14.5751 27.2246 -6.0691
O: -11.4974 40.7542 -8.4178
O: -2.5484 28.4714 -15.1769
O: -17.0367 35.0275 -3.4637
O: -15.2391 36.3921 -3.9205
O: -2.0635 29.0986 -17.3145
O: -10.7591 40.3317 -10.4629
O: -6.6003 36.6282 -6.7655
O: -4.4222 36.5602 -6.7231
N: -7.4280 34.9540 -16.7369
N: -13.4619 25.3683 -13.5627
N: -11.3295 40.0234 -9.4256
C: -10.1673 31.6901 -12.1894
C: -16.4192 26.2400 -3.3395
C: -6.5907 25.4612 -8.6593
C: -4.8191 36.6609 -8.1170
C: -5.5720 36.4205 -6.0030
C: -15.9136 35.3755 -4.1078
C: -14.9738 27.0027 -4.9422
C: -7.8176 35.9750 -15.6885
C: -4.4199 25.9168 -8.2942
C: -13.1917 25.2103 -12.0928
C: -11.8130 32.0102 -10.0603
C: -6.5291 25.9201 -7.2364
C: -14.9914 37.8874 -15.6651
C: -12.1253 38.7598 -9.3945
C: -2.0143 30.3776 -14.1144
C: -15.1786 26.9249 -2.7527
C: -15.8598 37.1213 -17.8348
C: -16.7069 33.5529 -5.0075
C: -9.3306 31.8641 -10.8972
C: -15.6357 36.7096 -16.3802
C: -10.3625 32.1513 -9.6206
C: -2.1667 29.3781 -16.1036
C: -6.1932 37.2207 -7.9457
C: -2.8151 29.0623 -13.9147
C: -17.3949 33.7077 -3.7193
C: -14.5091 37.6822 -18.2890
H: -16.6942 37.8095 -17.9702
H: -10.2795 30.6069 -12.2372
H: -12.6478 26.1221 -11.8461
H: -14.5653 26.1395 -2.3109
H: -8.9071 35.9576 -15.6611
H: -7.0999 26.8298 -7.0505
H: -6.5824 25.1262 -6.4915
H: -14.4290 37.7076 -14.7489
H: -18.4831 33.7381 -3.7732
H: -2.5875 31.2472 -13.7928
H: -16.1459 36.2825 -18.4694
H: -16.5196 32.4933 -5.1811
H: -14.1466 25.3014 -11.5751
H: -12.0934 30.9578 -10.1047
H: -16.6046 36.3632 -16.0206
H: -13.7571 36.8968 -18.3658
H: -8.6480 31.0424 -10.6803
H: -2.5646 28.3770 -13.1048
H: -10.2367 31.3226 -8.9238
H: -12.5858 24.3269 -11.8915
H: -6.9248 24.4338 -8.8040
H: -1.0595 30.3755 -13.5888
H: -9.7514 31.9402 -13.1654
H: -7.4306 36.9757 -15.8805
H: -4.7916 35.6989 -8.6289
H: -14.9195 35.8881 -16.3623
H: -7.5143 35.5247 -14.7433
H: -10.1678 33.1118 -9.1435
H: -12.6392 38.5576 -10.3343
H: -16.7363 25.2850 -2.9205
H: -8.4886 32.5524 -10.9699
H: -11.5305 37.8640 -9.2160
H: -14.3870 38.3056 -19.1747
H: -15.6477 38.7458 -15.5219
H: -15.4515 27.6024 -1.9436
H: -17.4044 33.9197 -5.7605
H: -12.8332 38.7286 -8.5663
H: -6.1527 38.3033 -8.0657
H: -4.0528 37.2511 -8.6195
H: -12.6636 32.4950 -9.5813

Atom charges from the Löwdin analysis, given in e for atoms 1 to 4: atom 1 (S): 0.6664, atom 2 (S): 0.6880, atom 3 (F): 0.1178, atom 4 (F): 0.0818

DFT (ωB97M-V/def2-TZVPD) results for 2 unconnected molecules or ions with the total composition C18H32FN2O2.

Its net charge is -1. The spin multiplicity is 1.

Atoms and positions in Å:
F: -6.4813 -3.2027 1.7065
O: 4.7544 -0.8014 0.3228
O: 6.4559 -1.5870 -2.3554
N: -6.9229 1.4828 -2.2401
N: -7.2641 0.9655 2.0166
C: 1.7020 2.5035 0.2999
C: 4.3807 -1.7037 1.3410
C: 7.1344 -1.6767 -1.1966
C: -5.7226 -2.9145 0.5670
C: -6.2745 -1.6408 -0.1409
C: -0.8482 2.7990 0.8566
C: -2.6410 1.0641 0.0549
C: -6.7057 0.3941 1.2278
C: 8.2446 -2.7451 -1.3499
C: -5.6287 -0.3230 0.4201
C: 2.2592 1.0253 0.4489
C: 3.8076 -0.7127 -0.7274
C: -1.7808 1.6028 1.2321
C: -5.0185 0.5979 -0.6803
C: -6.1198 1.2606 -1.4861
C: 0.2211 2.4567 -0.2376
C: -4.0597 1.7056 -0.0705
C: 3.1165 0.6794 -0.8096
H: 3.0045 -1.4870 -0.6910
H: 3.8302 -1.1417 2.1408
H: 2.3465 3.0954 -0.3830
H: -2.7984 -0.0263 0.2414
H: 7.8245 -3.7291 -1.5787
H: -4.4887 2.0545 0.8876
H: 4.3718 -0.9145 -1.6749
H: 1.4052 0.3306 0.5982
H: -4.3632 -0.0427 -1.3038
H: 0.1367 3.1892 -1.0662
H: 6.5660 -1.9806 -0.2928
H: -4.0630 2.5318 -0.8118
H: 5.2684 -2.2007 1.7888
H: -1.4311 3.7195 0.6370
H: 1.7847 2.9580 1.3080
H: -0.2761 3.0373 1.7831
H: -4.6922 -2.7095 0.9347
H: -1.1193 0.7708 1.5673
H: -4.7821 -0.6092 1.0798
H: 3.9244 1.4365 -0.8945
H: -5.6504 -3.7798 -0.1187
H: 2.9388 1.0116 1.3297
H: -2.1107 1.1235 -0.9186
H: -2.3631 1.9057 2.1252
H: 7.6600 -0.7588 -0.8304
H: 0.0750 1.4319 -0.6446
H: -7.3658 -1.6214 0.0662
H: -6.1740 -1.7728 -1.2352
H: 3.6997 -2.5160 1.0093
H: 2.4622 0.7820 -1.7034
H: 8.8168 -2.8405 -0.4103
H: 8.9542 -2.4774 -2.1389

Atom charges from the Löwdin analysis, given in e for atoms 1 to 4: atom 1 (F): -0.0614, atom 2 (O): -0.2083, atom 3 (O): -0.3630, atom 4 (N): 0.1663

DFT (ωB97M-V/def2-TZVPD) results for a gas-phase ion, CH7N2Si (charge +1).

The structure (SMILES) is NC(=[NH2+])[SiH3]. Its net charge is +1. The spin multiplicity is 1. As for the energy above the lowest of the compared OMol25 structures with the same formula, charge and spin: 183.2 kJ/mol.

Atoms and positions in Å:
Si: -0.2212 -1.1515 -1.0395
N: -0.7883 0.5627 1.3763
N: 1.2566 0.9868 0.2059
C: 0.2281 0.2605 0.1900
H: -1.7023 0.5272 1.0300
H: 0.3364 -0.6107 -2.2039
H: -1.7426 -0.9933 -1.1070
H: -0.6358 1.4705 1.6929
H: 0.4669 -2.0506 -0.1971
H: 1.8825 0.7699 -0.5762
H: 1.6493 1.6908 0.8933

Atom charges from the Löwdin analysis, given in e for atoms 1 to 4: atom 1 (Si): 0.8100, atom 2 (N): 0.1213, atom 3 (N): 0.1637, atom 4 (C): -0.3864

DFT (ωB97M-V/def2-TZVPD) results for 8 unconnected molecules or ions with the total composition C37H40N8.

The structure (SMILES) is c1cc[nH]c1.c1cc[nH]c1.c1cc[nH]c1.c1ccncc1.c1ccncc1.c1ccncc1.c1ccncc1.c1ccncc1. The spin multiplicity is 1. As for the energy above the lowest of the compared OMol25 structures with the same formula, charge and spin: 0.0 kJ/mol.

Atoms and positions in Å:
N: -22.9719 27.3031 2.3947
N: -27.6963 27.7174 1.6528
N: -23.9791 24.0137 -3.7377
N: -21.1869 31.5146 -1.6161
N: -20.0270 31.6321 1.9820
N: -18.1877 29.6873 -5.0491
N: -19.0901 24.1898 3.8236
N: -24.1735 25.0214 3.8996
C: -22.2126 29.0311 1.2317
C: -22.9824 24.4152 4.0117
C: -27.3007 27.9602 3.8098
C: -22.1160 32.3080 -1.1031
C: -20.2210 32.0743 -2.3322
C: -21.1377 34.2635 -2.0446
C: -24.3391 25.1588 -3.1838
C: -19.8953 26.0813 5.6925
C: -23.9688 22.3799 4.7635
C: -19.8274 26.4042 4.3449
C: -22.1140 33.6899 -1.2485
C: -24.3197 25.3918 -1.8130
C: -17.9799 30.9148 2.4233
C: -19.1313 23.9108 5.1239
C: -22.1128 26.7865 1.4574
C: -22.8392 23.0914 4.3877
C: -23.5574 23.1466 -1.5472
C: -25.2439 24.3306 4.2629
C: -19.5287 24.8140 6.1007
C: -23.0484 28.6473 2.2554
C: -17.5851 28.7934 -2.9122
C: -20.2035 33.4280 -2.6413
C: -19.4579 29.4488 -4.7475
C: -21.5497 27.8506 0.7902
C: -17.2756 29.3586 -4.1333
C: -19.4980 25.3991 3.4477
C: -19.2045 32.1998 1.0611
C: -25.1981 23.0125 4.7204
C: -18.9123 28.5551 -2.5921
C: -23.9449 24.3472 -0.9843
C: -28.6860 28.1706 3.5819
C: -19.8620 28.8871 -3.5397
C: -17.9280 31.7363 1.2557
C: -26.7159 27.6788 2.6000
C: -19.2788 30.8672 2.8503
C: -28.9017 27.9844 2.2424
C: -23.6242 23.0210 -2.9294
H: -29.7906 28.0386 1.6375
H: -17.1417 30.4382 2.9045
H: -20.9989 31.8695 2.0611
H: -22.9500 31.8298 -0.5960
H: -23.4916 26.6898 3.0156
H: -24.7216 25.9542 -3.8177
H: -19.4352 31.4608 -2.7579
H: -23.2603 22.2718 -0.9838
H: -22.1354 25.0670 3.8368
H: -20.8892 28.5687 -3.4045
H: -19.5756 24.5317 7.1432
H: -20.7809 27.7863 0.0374
H: -26.1091 22.5231 5.0326
H: -19.1505 28.1754 -1.6086
H: -19.4484 33.8233 -3.3079
H: -23.6435 29.2616 2.9112
H: -19.7084 30.3892 3.7126
H: -21.9546 25.7250 1.3720
H: -21.1622 35.3321 -2.2165
H: -20.1087 27.3820 3.9748
H: -23.9187 21.3610 5.1269
H: -23.9585 24.4802 0.0920
H: -18.7824 22.9232 5.4126
H: -16.2372 29.5162 -4.4045
H: -26.7375 28.0671 4.7234
H: -29.4317 28.4225 4.3164
H: -24.6913 26.3140 -1.3884
H: -19.5747 25.5542 2.3775
H: -21.8276 22.7318 4.5255
H: -22.0613 30.0233 0.8444
H: -17.0590 32.0250 0.6901
H: -27.5548 27.5025 0.6821
H: -20.2094 29.7815 -5.4559
H: -23.4223 22.0705 -3.4110
H: -22.8880 34.2816 -0.7784
H: -25.6917 27.4325 2.3814
H: -20.1161 26.8673 6.4049
H: -16.8234 28.5310 -2.1890
H: -26.2102 24.8160 4.1590
H: -19.6060 32.7533 0.2290

Atom charges from the Löwdin analysis, given in e for atoms 1 to 4: atom 1 (N): 0.0109, atom 2 (N): 0.0057, atom 3 (N): 0.0519, atom 4 (N): 0.0731

Orbital gap in hartree, matching the order above: 0.3632; 0.1505; 0.4135; 0.3153
Max |F| in hartree/bohr, matching the order above: 0.1184; 0.0998; 0.1489; 0.0197
DFT total energy in Ha, matching the order above: -4355.2583; -1064.7974; -440.9874; -1871.8959